A structure of composition C22H28FeN8OSi in a non-equilibrium geometry, computed with the ωB97M-V functional and the def2-TZVPD basis.

Output
**Net charge**: +1
**Spin multiplicity**: 6
**Kohn-Sham gap (alpha / beta)**: 9.1861 / 6.0676 eV
**Calculated total energy**: -79495.277 eV

Atoms and positions in Å:
1 Fe 0.789 2.144 0.166
2 C 0.828 2.612 -3.066
3 Si -0.692 3.443 -2.291
4 C -1.986 3.849 -3.586
5 C -0.032 4.928 -1.322
6 N -1.100 2.347 -0.986
7 C -2.072 1.485 -0.743
8 C -3.163 1.233 -1.625
9 C -4.076 0.249 -1.361
10 C -3.965 -0.522 -0.194
11 C -2.943 -0.287 0.720
12 C -2.020 0.706 0.470
13 O -0.977 1.014 1.284
14 C -0.820 0.305 2.495
15 C -1.682 0.533 3.552
16 C -1.478 -0.151 4.741
17 C -0.425 -1.046 4.868
18 C 0.440 -1.254 3.804
19 C 0.241 -0.576 2.612
20 H 1.238 3.238 -3.860
21 H 0.595 1.637 -3.497
22 H 1.625 2.472 -2.325
23 H -1.634 4.670 -4.212
24 H -2.934 4.162 -3.142
25 H -2.175 2.999 -4.244
26 H 0.468 5.639 -1.980
27 H 0.708 4.605 -0.577
28 H -0.822 5.460 -0.791
29 H -3.234 1.828 -2.526
30 H -4.884 0.057 -2.054
31 H -4.681 -1.306 0.010
32 H -2.870 -0.875 1.624
33 H -2.497 1.240 3.452
34 H -2.144 0.022 5.575
35 H -0.269 -1.572 5.800
36 H 1.275 -1.935 3.898
37 H 0.918 -0.700 1.778
38 C 3.127 -4.041 -0.534
39 C 1.668 -4.157 -0.973
40 C 0.721 -4.030 0.218
41 C 1.316 -3.140 -2.079
42 N 1.481 -1.758 -1.648
43 C 0.594 -0.950 -1.066
44 N 1.219 0.169 -0.761
45 N 2.494 0.030 -1.183
46 N 2.657 -1.118 -1.709
47 H 3.382 -4.860 0.138
48 H 3.314 -3.110 0.002
49 H 3.804 -4.076 -1.389
50 H 1.520 -5.137 -1.433
51 H 0.902 -3.107 0.774
52 H 0.881 -4.859 0.907
53 H -0.326 -4.050 -0.094
54 H 0.280 -3.261 -2.389
55 H 1.967 -3.282 -2.940
56 H -0.443 -1.172 -0.877
57 N 1.918 2.200 1.724
58 C 2.542 1.526 2.477
59 N 3.129 0.893 3.353
60 C 3.848 -0.195 3.441
61 N 4.454 -1.170 3.574